Entry 1:
{
  "formula": "C3LiO6Pm",
  "method": "the ωB97M-V functional and the def2-TZVPD basis",
  "charge": 1,
  "s_squared": 8.76,
  "max_force_ev_per_a": 3.110,
  "multiplicity": 6,
  "gap_ev": [5.65, 5.73],
  "energy_ha": -1181.5031,
  "elements": ["O", "O", "Li", "O", "O", "O", "C", "O", "Pm", "C", "C"],
  "positions_angstrom": [[0.95, 2.11, -1.36], [-1.49, 0.48, 2.72], [-0.43, 2.43, -0.13], [0.26, -1.30, -0.95], [-0.97, -1.58, 1.93], [1.86, 0.38, -2.47], [-1.10, -0.40, 2.04], [-0.35, 0.52, 0.22], [-0.16, -3.45, 0.33], [0.27, -0.08, -0.73], [1.15, 0.89, -1.60]],
  "mulliken_spin": [0.000, 0.000, 0.000, -0.001, 0.000, 0.000, -0.002, -0.004, 5.015, -0.007, 0.000]
}

***

Entry 2:
{
  "formula": "C4H15BN",
  "method": "the ωB97M-V functional and the def2-TZVPD basis",
  "charge": 1,
  "max_force_ev_per_a": 0.308,
  "gap_ev": 9.13,
  "energy_ha": -240.7260,
  "elements": ["B", "H", "H", "H", "H", "H", "C", "H", "H", "N", "H", "H", "H", "C", "H", "H", "C", "H", "H", "C", "H"],
  "positions_angstrom": [[-0.21, 1.22, -0.12], [-1.89, -1.26, 1.14], [-0.22, 1.80, -1.17], [2.84, -1.63, -1.16], [3.70, -0.94, 0.08], [1.19, 0.14, 1.24], [-2.43, -0.92, 0.25], [3.69, -0.23, -1.42], [1.90, 0.61, -0.33], [3.70, -1.12, -0.93], [-1.86, -1.24, -0.63], [-1.20, 1.00, 1.86], [-3.51, 0.84, 0.89], [1.00, 0.24, 0.17], [-3.38, -1.45, 0.21], [4.52, -1.66, -1.20], [-1.41, 1.37, 0.85], [-2.85, 0.97, -0.73], [-1.69, 2.43, 0.93], [-2.63, 0.60, 0.28], [0.73, -0.75, -0.22]],
  "mulliken_charge": [0.089, 0.278, -0.086, 0.352, 0.388, 0.357, -1.018, 0.378, 0.155, -0.499, 0.228, 0.272, 0.333, -0.798, 0.346, 0.381, -0.568, 0.298, 0.277, -0.415, 0.251]
}

***

Entry 3:
{
  "formula": "C20H28ClIrN8",
  "method": "the ωB97M-V functional and the def2-TZVPD basis",
  "charge": 3,
  "s_squared": 8.76,
  "max_force_ev_per_a": 0.618,
  "multiplicity": 6,
  "gap_ev": [7.85, 4.76],
  "energy_ha": -1780.3655,
  "elements": ["C", "C", "C", "N", "C", "C", "C", "H", "H", "Cl", "H", "C", "H", "H", "H", "H", "N", "C", "H", "H", "H", "H", "Ir", "N", "H", "C", "H", "N", "H", "H", "C", "H", "H", "N", "H", "C", "C", "C", "H", "C", "C", "C", "H", "H", "N", "C", "H", "C", "C", "H", "H", "C", "H", "N", "H", "N", "H", "H"],
  "positions_angstrom": [[-3.01, -1.92, -3.13], [-4.41, -2.90, 0.18], [-2.01, -1.11, -3.59], [2.39, -3.66, 1.80], [0.75, 1.19, 1.80], [-3.23, -2.04, -1.74], [-4.25, -2.85, -1.17], [3.41, 2.43, -3.62], [0.81, -2.39, 2.34], [0.52, 0.29, 3.29], [2.77, 4.25, -1.96], [2.42, 3.23, -1.92], [3.01, -5.42, -0.64], [0.16, 2.10, 1.81], [1.82, 1.38, 1.65], [-5.19, -3.51, 0.61], [1.24, -4.47, 0.00], [-2.64, -1.30, 0.51], [2.39, -1.59, 2.16], [2.54, -1.93, -1.45], [3.37, -1.30, -0.01], [2.31, -4.28, -1.80], [0.31, 0.01, -0.01], [2.79, 2.28, -2.84], [-1.89, -0.51, 2.26], [0.56, -3.20, -0.16], [-4.90, -3.42, -1.83], [-1.84, -0.39, 1.26], [1.07, 3.04, -0.22], [1.60, -0.86, -3.10], [2.32, -0.10, -3.40], [0.33, -3.03, -1.21], [0.60, -4.77, 2.00], [3.38, -3.38, -0.23], [-2.10, 0.57, 1.05], [-1.18, -0.46, -2.67], [1.51, -4.77, 1.40], [2.51, -4.46, -0.74], [4.20, -4.62, 1.28], [-3.61, -2.10, 1.03], [2.18, 1.12, -2.56], [-2.39, -1.31, -0.88], [3.33, -0.52, -3.34], [-3.65, -2.46, -3.81], [1.44, 1.28, -1.46], [2.73, -2.10, -0.40], [2.03, -5.72, 1.51], [1.73, -2.36, 1.76], [3.72, -3.66, 1.16], [4.35, -2.87, 1.58], [-0.37, -3.20, 0.41], [1.58, 2.61, -1.06], [-3.81, -2.09, 2.10], [-1.33, -0.58, -1.36], [-0.38, 0.18, -3.01], [1.41, -2.06, 0.33], [-1.85, -0.96, -4.65], [2.13, 0.14, -4.45]],
  "mulliken_spin": [0.006, -0.003, -0.002, 0.639, 0.427, 0.000, 0.013, 0.002, -0.001, 0.084, 0.000, -0.005, 0.001, -0.003, 0.014, 0.000, 0.160, -0.073, 0.004, 0.009, 0.001, 0.013, 2.772, 0.016, -0.002, -0.004, 0.001, 0.193, 0.000, 0.006, -0.004, 0.012, 0.005, 0.190, -0.008, 0.012, -0.010, -0.005, 0.000, 0.024, -0.001, 0.034, 0.001, 0.000, 0.159, -0.019, 0.001, -0.031, -0.008, 0.004, -0.008, 0.003, -0.001, 0.145, 0.002, 0.232, 0.002, 0.001]
}